Density functional theory data (ωB97M-V with the def2-TZVPD basis set) for a 9-piece molecular cluster, C57H127N8O6 overall at a distorted geometry.

Computed properties:
Largest force on an atom, eV Å⁻¹: 2.68
Highest occupied orbital energy, eV: -16.9
Energy relative to the best compared isomer or geometry (same formula, charge and spin), kcal/mol: 0.0
Kohn-Sham gap, Eh: 0.30149
2S+1: 1
Charge: +5
LUMO energy, eV: -8.71

Each atom is followed by the atoms it is bonded to, with distances in Å.
CARTESIAN COORDINATES (ANGSTROEM)
1 N -27.7207 23.0582 -2.4129  O2 1.253, O3 1.262, O4 1.249
2 O -26.9298 22.1587 -2.7794  N1 1.253
3 O -28.6402 23.3747 -3.2166  N1 1.262
4 O -27.6379 23.5368 -1.2618  N1 1.249
5 C -25.3268 19.9011 -3.5902  C6 1.537, H14 1.096, H15 1.092, H16 1.086
6 C -24.0505 19.7332 -2.7508  C5 1.537, C7 1.518, H17 1.090, H18 1.089
7 C -23.7913 20.9432 -1.8718  C6 1.518, N8 1.537, H19 1.092, H20 1.092
8 N -22.4895 20.8347 -1.0629  C7 1.537, C9 1.519, C10 1.554, C13 1.538
9 C -21.2603 20.5133 -1.8953  N8 1.519, H21 1.085, H22 1.086, H23 1.091
10 C -22.5626 19.8930 0.1713  N8 1.554, C11 1.514, H24 1.089, H25 1.091
11 C -22.5365 20.7654 1.4083  C10 1.514, C12 1.520, H26 1.088, H27 1.089
12 C -22.8491 22.1636 0.8995  C11 1.520, C13 1.511, H28 1.092, H29 1.092
13 C -22.1824 22.2142 -0.4551  N8 1.538, C12 1.511, H30 1.091, H31 1.091
14 H -26.1290 20.1156 -2.8748  C5 1.096
15 H -25.6032 18.9000 -3.9276  C5 1.092
16 H -25.3762 20.6460 -4.3789  C5 1.086
17 H -23.3022 19.6410 -3.5383  C6 1.090
18 H -24.1713 18.9146 -2.0426  C6 1.089
19 H -24.5678 21.1837 -1.1425  C7 1.092
20 H -23.6931 21.8837 -2.4184  C7 1.092
21 H -20.4268 20.4775 -1.2016  C9 1.085
22 H -21.3129 21.1948 -2.7397  C9 1.086
23 H -21.3294 19.4934 -2.2761  C9 1.091
24 H -21.7668 19.1560 0.0691  C10 1.089
25 H -23.4569 19.2844 0.0281  C10 1.091
26 H -21.5812 20.6813 1.9216  C11 1.088
27 H -23.3505 20.4550 2.0625  C11 1.089
28 H -22.4293 22.7960 1.6842  C12 1.092
29 H -23.9287 22.3184 0.9596  C12 1.092
30 H -21.0998 22.3267 -0.3751  C13 1.091
31 H -22.3811 23.0538 -1.1232  C13 1.091
32 C -26.4913 19.2306 -7.1881  C33 1.519, H41 1.088, H42 1.088, H43 1.095
33 C -27.7141 19.1512 -6.2907  C32 1.519, C34 1.551, H44 1.094, H45 1.090
34 C -29.0281 19.6870 -6.9166  C33 1.551, N35 1.523, H46 1.089, H47 1.089
35 N -30.2176 19.5598 -5.9739  C34 1.523, C36 1.515, C37 1.553, C40 1.499
36 C -30.4080 18.0890 -5.6660  N35 1.515, H48 1.085, H49 1.086, H50 1.091
37 C -30.1135 20.4843 -4.7306  N35 1.553, C38 1.541, H51 1.090, H52 1.086
38 C -30.8413 21.7943 -5.0897  C37 1.541, C39 1.540, H53 1.087, H54 1.088
39 C -31.7758 21.4860 -6.2737  C38 1.540, C40 1.540, H55 1.084, H56 1.090
40 C -31.4757 20.0217 -6.6442  N35 1.499, C39 1.540, H57 1.092, H58 1.091
41 H -25.7692 18.4821 -6.8688  C32 1.088
42 H -26.0369 20.2072 -7.3440  C32 1.088
43 H -26.7850 18.9212 -8.1966  C32 1.095
44 H -27.5458 19.7142 -5.3682  C33 1.094
45 H -27.8920 18.1118 -6.0161  C33 1.090
46 H -29.2744 19.0770 -7.7842  C34 1.089
47 H -28.9373 20.7371 -7.1921  C34 1.089
48 H -30.0379 17.5054 -6.5021  C36 1.085
49 H -31.4320 17.8941 -5.3607  C36 1.086
50 H -29.8460 17.8037 -4.7752  C36 1.091
51 H -30.6797 19.8815 -4.0209  C37 1.090
52 H -29.0735 20.6097 -4.4460  C37 1.086
53 H -31.4440 22.1021 -4.2389  C38 1.087
54 H -30.0235 22.4785 -5.3051  C38 1.088
55 H -32.8234 21.6140 -6.0260  C39 1.084
56 H -31.4445 22.0564 -7.1410  C39 1.090
57 H -32.3140 19.4282 -6.2721  C40 1.092
58 H -31.6336 19.8056 -7.7020  C40 1.091
59 C -25.5535 19.0437 1.6732  C60 1.543, H68 1.091, H69 1.089, H70 1.092
60 C -26.4335 18.5403 0.5106  C59 1.543, C61 1.515, H71 1.094, H72 1.093
61 C -27.4845 19.5725 0.1560  C60 1.515, N62 1.542, H73 1.091, H74 1.089
62 N -28.7234 19.0465 -0.5974  C61 1.542, C63 1.493, C64 1.505, C67 1.541
63 C -28.3494 18.5819 -1.9658  N62 1.493, H75 1.090, H76 1.088, H77 1.086
64 C -29.6757 20.2119 -0.5852  N62 1.505, C65 1.567, H78 1.092, H79 1.089
65 C -30.4113 20.1856 0.7977  C64 1.567, C66 1.528, H80 1.090, H81 1.089
66 C -30.2069 18.7669 1.3281  C65 1.528, C67 1.492, H82 1.088, H83 1.091
67 C -29.5362 18.0243 0.2213  N62 1.541, C66 1.492, H84 1.092, H85 1.086
68 H -24.9007 18.2651 2.0712  C59 1.091
69 H -26.0735 19.4184 2.5542  C59 1.089
70 H -24.9016 19.8151 1.2592  C59 1.092
71 H -26.8412 17.5924 0.8747  C60 1.094
72 H -25.7431 18.1830 -0.2577  C60 1.093
73 H -27.0324 20.3402 -0.4743  C61 1.091
74 H -27.8920 20.0837 1.0275  C61 1.089
75 H -28.1430 19.4264 -2.6237  C63 1.090
76 H -29.1778 18.0454 -2.4234  C63 1.088
77 H -27.4201 18.0272 -1.8751  C63 1.086
78 H -30.4570 20.0343 -1.3267  C64 1.092
79 H -29.1533 21.1387 -0.8189  C64 1.089
80 H -31.4647 20.4204 0.6469  C65 1.090
81 H -30.0536 20.8955 1.5427  C65 1.089
82 H -31.1448 18.3591 1.6980  C66 1.088
83 H -29.5868 18.8558 2.2209  C66 1.091
84 H -30.3127 17.5950 -0.4146  C67 1.092
85 H -28.8318 17.2301 0.4493  C67 1.086
86 C -25.2578 25.1801 -3.8425  C87 1.540, H95 1.093, H96 1.089, H97 1.092
87 C -24.5930 26.5516 -3.6195  C86 1.540, C88 1.535, H98 1.093, H99 1.089
88 C -23.3750 26.7122 -4.5396  C87 1.535, N89 1.552, H100 1.092, H101 1.087
89 N -22.4842 27.9343 -4.1926  C88 1.552, C90 1.510, C91 1.515, C94 1.533
90 C -23.2990 29.2058 -4.1646  N89 1.510, H102 1.088, H103 1.088, H104 1.084
91 C -21.2862 28.0495 -5.1129  N89 1.515, C92 1.496, H105 1.089, H106 1.092
92 C -20.2190 28.7617 -4.3430  C91 1.496, C93 1.507, H107 1.091, H108 1.093
93 C -20.4029 28.4541 -2.8793  C92 1.507, C94 1.584, H109 1.086, H110 1.085
94 C -21.8152 27.7384 -2.8274  N89 1.533, C93 1.584, H111 1.086, H112 1.087
95 H -24.4608 24.4319 -3.8504  C86 1.093
96 H -25.8789 25.0574 -4.7280  C86 1.089
97 H -25.8607 24.8604 -2.9906  C86 1.092
98 H -24.1939 26.6386 -2.6062  C87 1.093
99 H -25.3192 27.3485 -3.7750  C87 1.089
100 H -23.7745 26.8900 -5.5406  C88 1.092
101 H -22.6752 25.8825 -4.6039  C88 1.087
102 H -22.6713 29.9601 -3.6939  C90 1.088
103 H -24.0828 29.0547 -3.4246  C90 1.088
104 H -23.6794 29.3496 -5.1698  C90 1.084
105 H -21.6751 28.4816 -6.0333  C91 1.089
106 H -20.9857 27.0131 -5.2785  C91 1.092
107 H -20.1045 29.8161 -4.5980  C92 1.091
108 H -19.2587 28.3873 -4.7076  C92 1.093
109 H -20.5467 29.3382 -2.2654  C93 1.086
110 H -19.7579 27.6814 -2.4745  C93 1.085
111 H -22.4578 28.2178 -2.0949  C94 1.086
112 H -21.6175 26.6762 -2.7092  C94 1.087
113 C -30.6237 23.5658 0.7057  C114 1.549, H122 1.089, H123 1.090, H124 1.091
114 C -32.1368 23.5278 1.0351  C113 1.549, C115 1.536, H125 1.091, H126 1.093
115 C -32.3899 24.5812 2.1233  C114 1.536, N116 1.522, H127 1.089, H128 1.094
116 N -33.8584 24.8990 2.3638  C115 1.522, C117 1.499, C118 1.545, C121 1.536
117 C -34.6286 23.6778 2.7658  N116 1.499, H129 1.086, H130 1.090, H131 1.086
118 C -33.8763 25.9924 3.4549  N116 1.545, C119 1.532, H132 1.091, H133 1.090
119 C -35.0914 26.8890 3.1994  C118 1.532, C120 1.526, H134 1.087, H135 1.090
120 C -35.6550 26.3832 1.8744  C119 1.526, C121 1.502, H136 1.090, H137 1.089
121 C -34.5142 25.6686 1.2081  N116 1.536, C120 1.502, H138 1.088, H139 1.093
122 H -30.4436 22.8920 -0.1308  C113 1.089
123 H -29.9520 23.2953 1.5203  C113 1.090
124 H -30.3956 24.5606 0.3203  C113 1.091
125 H -32.4817 22.5520 1.3799  C114 1.091
126 H -32.7345 23.6700 0.1308  C114 1.093
127 H -31.7284 25.4411 2.0288  C115 1.089
128 H -32.0959 24.1841 3.0999  C115 1.094
129 H -34.5555 22.9171 1.9937  C117 1.086
130 H -35.6865 23.9387 2.7625  C117 1.090
131 H -34.3776 23.3632 3.7741  C117 1.086
132 H -33.6986 25.5526 4.4372  C118 1.091
133 H -32.9239 26.5018 3.3104  C118 1.090
134 H -35.8768 26.9769 3.9456  C119 1.087
135 H -34.6986 27.8986 3.0749  C119 1.090
136 H -36.4864 25.6938 2.0234  C120 1.090
137 H -36.0446 27.2194 1.2959  C120 1.089
138 H -34.7268 25.0563 0.3344  C121 1.088
139 H -33.8023 26.4179 0.8518  C121 1.093
140 C -28.8711 26.7429 -4.1095  C141 1.548, H149 1.090, H150 1.091, H151 1.092
141 C -28.8767 27.2544 -5.5706  C140 1.548, C142 1.518, H152 1.090, H153 1.092
142 C -29.9178 26.5253 -6.3998  C141 1.518, N143 1.511, H154 1.091, H155 1.091
143 N -29.7223 26.6580 -7.8917  C142 1.511, C144 1.513, C145 1.529, C148 1.533
144 C -29.9807 28.0753 -8.3525  N143 1.513, H156 1.091, H157 1.089, H158 1.088
145 C -30.6292 25.8250 -8.7980  N143 1.529, C146 1.532, H159 1.089, H160 1.090
146 C -29.7596 24.7317 -9.4272  C145 1.532, C147 1.535, H161 1.087, H162 1.090
147 C -28.3935 25.4200 -9.5535  C146 1.535, C148 1.494, H163 1.087, H164 1.094
148 C -28.3072 26.2396 -8.3076  N143 1.533, C147 1.494, H165 1.090, H166 1.089
149 H -29.8414 26.4703 -3.6935  C140 1.090
150 H -28.4200 27.5299 -3.5035  C140 1.091
151 H -28.2581 25.8669 -3.8870  C140 1.092
152 H -27.8476 27.3020 -5.9259  C141 1.090
153 H -29.1673 28.3069 -5.5850  C141 1.092
154 H -30.9093 26.9748 -6.3212  C142 1.091
155 H -29.9719 25.4501 -6.2223  C142 1.091
156 H -29.4605 28.7494 -7.6711  C144 1.091
157 H -31.0298 28.3628 -8.3022  C144 1.089
158 H -29.6075 28.3141 -9.3458  C144 1.088
159 H -30.9990 26.4255 -9.6281  C145 1.089
160 H -31.5326 25.5799 -8.2389  C145 1.090
161 H -30.1513 24.5044 -10.4157  C146 1.087
162 H -29.8062 23.8844 -8.7424  C146 1.090
163 H -28.1668 25.8324 -10.5336  C147 1.087
164 H -27.6495 24.6256 -9.4477  C147 1.094
165 H -27.6554 27.1072 -8.4148  C148 1.090
166 H -27.8688 25.6596 -7.4964  C148 1.089
167 C -27.4759 24.1010 6.7646  C168 1.547, H176 1.087, H177 1.088, H178 1.090
168 C -27.0071 24.3420 5.3098  C167 1.547, C169 1.524, H179 1.093, H180 1.091
169 C -26.9562 25.7892 4.8357  C168 1.524, N170 1.569, H181 1.089, H182 1.088
170 N -27.0288 25.9819 3.2800  C169 1.569, C171 1.501, C172 1.512, C175 1.527
171 C -28.2363 25.3082 2.6946  N170 1.501, H183 1.091, H184 1.087, H185 1.092
172 C -25.7311 25.4455 2.7203  N170 1.512, C173 1.535, H186 1.095, H187 1.089
173 C -24.7702 26.6243 2.5143  C172 1.535, C174 1.528, H188 1.087, H189 1.089
174 C -25.7196 27.8101 2.3455  C173 1.528, C175 1.535, H190 1.090, H191 1.091
175 C -27.0256 27.4971 3.0880  N170 1.527, C174 1.535, H192 1.086, H193 1.087
176 H -27.2394 23.0876 7.0790  C167 1.087
177 H -28.5551 24.2390 6.7542  C167 1.088
178 H -26.9090 24.7553 7.4267  C167 1.090
179 H -27.6574 23.7326 4.6776  C168 1.093
180 H -26.0036 23.9240 5.2145  C168 1.091
181 H -25.9493 26.1380 5.0619  C169 1.089
182 H -27.7475 26.4608 5.1611  C169 1.088
183 H -28.2973 25.5111 1.6243  C171 1.091
184 H -29.1412 25.7175 3.1376  C171 1.087
185 H -27.9895 24.2541 2.8378  C171 1.092
186 H -25.9992 25.0061 1.7534  C172 1.095
187 H -25.3281 24.5710 3.2285  C172 1.089
188 H -24.1525 26.4339 1.6401  C173 1.087
189 H -24.1607 26.6318 3.4172  C173 1.089
190 H -25.9412 28.0772 1.3117  C174 1.090
191 H -25.2644 28.7189 2.7420  C174 1.091
192 H -27.8748 27.8404 2.5041  C175 1.086
193 H -26.9206 28.0752 4.0023  C175 1.087
194 O -26.2642 22.4331 1.0393  C195 1.402, H198 0.982
195 C -26.8575 22.5405 2.3054  O194 1.402, O196 1.267, O197 1.232
196 O -28.1097 22.7350 2.2985  C195 1.267
197 O -26.1392 22.3233 3.2825  C195 1.232
198 H -26.9546 22.8887 0.5092  O194 0.982